[1]
{"formula": "C19H28BrO2Ti", "method": "wB97M-V/def2-TZVPD", "total_energy_ha": -4314.52575, "charge": 1, "e_above_lowest_kj_mol": 20.9, "fmax_ev_per_a": 1.75, "spin_multiplicity": 1, "species": ["O", "C", "C", "H", "H", "C", "H", "H", "C", "H", "H", "H", "C", "H", "H", "H", "Ti", "C", "C", "C", "H", "C", "C", "H", "H", "H", "H", "C", "C", "C", "H", "C", "C", "H", "H", "H", "H", "O", "C", "C", "H", "H", "C", "H", "H", "C", "H", "H", "H", "H", "Br"], "coordinates": [[-4.29, -2.01, -4.09], [-5.62, -2.56, -3.74], [-5.92, -3.04, -5.16], [-6.30, -1.77, -3.40], [-5.52, -3.36, -2.99], [-4.54, -2.42, -5.47], [-6.71, -2.49, -5.69], [-5.99, -4.13, -5.29], [-4.76, -1.25, -6.40], [-5.52, -0.58, -5.99], [-5.15, -1.65, -7.35], [-3.83, -0.71, -6.61], [-3.51, -3.38, -6.02], [-3.33, -4.23, -5.36], [-2.56, -2.85, -6.22], [-3.89, -3.78, -6.97], [-0.73, -0.23, -0.76], [1.32, -0.87, 0.09], [0.29, -0.96, 1.09], [-0.53, -2.10, 0.75], [0.21, -0.36, 1.99], [0.06, -2.74, -0.38], [1.15, -1.95, -0.83], [1.79, -2.21, -1.67], [2.18, -0.20, 0.14], [-1.35, -2.50, 1.33], [-0.19, -3.74, -0.77], [0.67, 1.64, -1.20], [0.85, 0.62, -2.18], [-0.39, 0.44, -2.88], [1.79, 0.14, -2.46], [-1.33, 1.37, -2.32], [-0.65, 2.15, -1.32], [-1.05, 3.03, -0.82], [1.43, 2.02, -0.50], [-0.57, -0.21, -3.73], [-2.34, 1.54, -2.69], [-2.38, -1.39, -1.42], [-2.19, -2.58, -2.24], [-3.02, -3.68, -1.60], [-1.13, -2.85, -2.33], [-2.53, -2.31, -3.24], [-3.98, -3.00, -0.61], [-2.33, -4.37, -1.08], [-3.55, -4.27, -2.35], [-3.75, -1.50, -0.84], [-3.65, -3.23, 0.42], [-5.03, -3.28, -0.71], [-3.77, -0.92, 0.10], [-4.41, -1.10, -1.63], [-2.09, 0.90, 0.92]], "lowdin_charge": [-0.132, -0.138, -0.068, 0.126, 0.104, -0.582, 0.117, 0.123, -0.026, 0.095, 0.102, 0.089, -0.019, 0.087, 0.089, 0.100, 0.695, -0.167, -0.227, -0.132, 0.103, -0.093, -0.093, 0.131, 0.129, 0.128, 0.125, -0.123, -0.153, -0.135, 0.130, -0.150, -0.178, 0.116, 0.137, 0.134, 0.133, -0.310, -0.168, -0.130, 0.102, 0.103, -0.125, 0.108, 0.112, -0.132, 0.117, 0.119, 0.058, 0.127, 0.444]}

[2]
{"formula": "C19H28BrO2W", "method": "wB97M-V/def2-TZVPD", "total_energy_ha": -3532.06112, "charge": 1, "e_above_lowest_kj_mol": 0.0, "s2": 2.02, "fmax_ev_per_a": 6.88, "spin_multiplicity": 3, "species": ["O", "C", "C", "H", "H", "C", "H", "H", "C", "H", "H", "H", "C", "H", "H", "H", "W", "C", "C", "C", "H", "C", "C", "H", "H", "H", "H", "C", "C", "C", "H", "C", "C", "H", "H", "H", "H", "O", "C", "C", "H", "H", "C", "H", "H", "C", "H", "H", "H", "H", "Br"], "coordinates": [[1.45, 2.89, -2.34], [0.67, 3.35, -3.51], [1.88, 4.01, -4.17], [-0.12, 4.02, -3.18], [0.25, 2.51, -4.07], [2.62, 3.54, -2.92], [1.82, 5.10, -4.25], [2.23, 3.54, -5.09], [3.11, 4.71, -2.10], [2.29, 5.42, -1.95], [3.92, 5.20, -2.64], [3.49, 4.40, -1.12], [3.76, 2.59, -3.24], [3.44, 1.77, -3.88], [4.23, 2.18, -2.34], [4.53, 3.16, -3.77], [-1.79, -2.76, 2.85], [-1.33, -4.91, 2.21], [-2.66, -4.76, 1.67], [-2.60, -3.81, 0.59], [-3.53, -5.33, 1.97], [-1.23, -3.42, 0.42], [-0.44, -4.07, 1.43], [0.65, -4.06, 1.51], [-1.03, -5.60, 3.00], [-3.43, -3.51, -0.03], [-0.84, -2.79, -0.38], [-1.25, -2.72, 5.01], [-0.03, -2.87, 4.26], [0.09, -1.73, 3.39], [0.70, -3.65, 4.41], [-1.05, -0.88, 3.59], [-1.87, -1.49, 4.60], [-2.75, -1.05, 5.07], [-1.57, -3.35, 5.83], [0.97, -1.48, 2.80], [-1.19, 0.10, 3.15], [-0.91, 0.39, 0.78], [0.33, 0.21, 0.05], [0.08, 0.58, -1.40], [0.65, -0.84, 0.14], [1.09, 0.87, 0.50], [-1.35, 1.20, -1.40], [0.13, -0.32, -2.04], [0.83, 1.30, -1.74], [-1.97, 0.45, -0.23], [-1.86, 1.08, -2.35], [-1.25, 2.27, -1.15], [-2.23, -0.59, -0.53], [-2.85, 0.94, 0.20], [-4.07, -1.76, 2.38]], "lowdin_charge": [-0.134, -0.130, -0.075, 0.119, 0.116, -0.590, 0.117, 0.118, -0.023, 0.089, 0.096, 0.089, -0.021, 0.087, 0.088, 0.095, 1.279, -0.216, -0.171, -0.171, 0.127, -0.109, -0.178, 0.130, 0.127, 0.113, 0.117, -0.163, -0.151, -0.161, 0.135, -0.225, -0.255, 0.125, 0.135, 0.136, 0.127, -0.196, -0.194, -0.160, 0.096, 0.126, -0.145, 0.115, 0.070, -0.196, 0.114, 0.124, 0.105, 0.121, 0.230]}

[3]
{"formula": "C19H28CaCl2O23", "method": "wB97M-V/def2-TZVPD", "total_energy_ha": -4068.90653, "fmax_ev_per_a": 6.26, "spin_multiplicity": 1, "species": ["Ca", "Cl", "O", "O", "O", "O", "Cl", "O", "O", "O", "O", "C", "C", "O", "C", "O", "O", "H", "H", "H", "H", "C", "C", "C", "O", "C", "O", "O", "H", "H", "H", "H", "H", "H", "C", "C", "C", "O", "C", "O", "O", "H", "H", "H", "H", "H", "H", "C", "C", "C", "O", "C", "O", "O", "H", "H", "H", "H", "H", "H", "C", "C", "C", "O", "C", "O", "O", "H", "H", "H", "H", "H", "H"], "coordinates": [[-1.30, -1.54, -0.49], [0.07, -4.40, -1.09], [0.73, -3.20, -0.71], [-1.34, -4.09, -1.00], [0.56, -4.93, -2.34], [0.32, -5.43, -0.08], [-4.25, -1.29, 0.76], [-5.29, -0.37, 0.46], [-3.89, -1.99, -0.50], [-3.13, -0.56, 1.32], [-4.75, -2.21, 1.66], [3.79, 1.07, -1.56], [4.14, -0.18, -0.66], [2.90, -0.70, -0.35], [1.90, -0.18, -1.16], [0.68, -0.50, -1.19], [2.54, 0.68, -2.00], [4.35, 1.41, -2.43], [3.67, 2.03, -1.06], [4.64, 0.21, 0.22], [4.67, -1.00, -1.14], [0.25, 4.57, -0.77], [-1.28, 3.99, -0.78], [-1.89, 3.96, -2.15], [-2.21, 2.61, -2.46], [-1.89, 1.87, -1.41], [-2.05, 0.67, -1.30], [-1.17, 2.60, -0.50], [0.39, 5.36, -1.50], [0.82, 3.73, -1.18], [0.55, 4.90, 0.22], [-1.94, 4.50, -0.09], [-1.24, 4.36, -2.93], [-2.81, 4.54, -2.23], [-3.44, -3.20, 5.23], [-2.01, -2.56, 4.98], [-0.77, -3.48, 5.04], [-0.33, -3.51, 3.74], [-1.02, -2.71, 2.93], [-0.81, -2.54, 1.76], [-2.04, -2.27, 3.64], [-3.67, -3.73, 4.31], [-4.24, -2.49, 5.40], [-3.32, -3.85, 6.10], [-1.71, -1.65, 5.49], [-1.05, -4.44, 5.48], [-0.04, -3.01, 5.70], [0.92, 0.95, -5.94], [0.30, -0.38, -5.87], [1.28, -1.55, -5.60], [0.55, -2.20, -4.57], [-0.46, -1.48, -4.11], [-1.14, -1.66, -3.07], [-0.58, -0.31, -4.79], [1.81, 0.80, -6.56], [1.11, 1.35, -4.94], [0.27, 1.69, -6.40], [-0.26, -0.59, -6.78], [2.10, -1.07, -5.05], [1.63, -2.09, -6.48], [2.38, 3.34, 3.09], [2.27, 1.80, 3.17], [1.03, 1.35, 4.04], [-0.04, 1.11, 3.15], [0.46, 0.87, 1.98], [-0.13, 0.35, 1.11], [1.74, 1.45, 1.91], [1.64, 3.93, 2.56], [3.38, 3.50, 2.68], [2.45, 3.69, 4.12], [3.21, 1.38, 3.52], [0.78, 2.20, 4.69], [1.18, 0.54, 4.75]], "lowdin_charge": [1.465, 0.655, -0.411, -0.406, -0.322, -0.350, 0.614, -0.334, -0.409, -0.388, -0.298, -0.112, -0.112, 0.059, -0.374, -0.028, 0.032, 0.133, 0.123, 0.129, 0.140, 0.021, -0.256, -0.108, 0.117, -0.474, 0.055, 0.065, 0.069, 0.076, 0.063, 0.150, 0.131, 0.138, 0.024, -0.294, -0.111, 0.109, -0.508, 0.077, 0.071, 0.096, 0.083, 0.073, 0.147, 0.134, 0.128, -0.032, -0.376, -0.039, 0.097, -0.454, 0.042, 0.097, 0.096, 0.096, 0.092, 0.158, 0.130, 0.146, -0.024, -0.277, -0.076, 0.126, -0.528, 0.149, 0.041, 0.084, 0.078, 0.080, 0.152, 0.125, 0.131]}

[4]
{"formula": "C19H28Cl48NPSi", "method": "wB97M-V/def2-TZVPD", "total_energy_ha": -23515.39930, "e_above_lowest_kj_mol": 84.9, "fmax_ev_per_a": 1.84, "spin_multiplicity": 1, "species": ["C", "C", "C", "Si", "P", "N", "H", "H", "H", "H", "H", "H", "H", "H", "H", "H", "H", "H", "C", "Cl", "Cl", "Cl", "H", "C", "Cl", "Cl", "Cl", "H", "C", "Cl", "Cl", "Cl", "H", "C", "Cl", "Cl", "Cl", "H", "C", "Cl", "Cl", "Cl", "H", "C", "Cl", "Cl", "Cl", "H", "C", "Cl", "Cl", "Cl", "H", "C", "Cl", "Cl", "Cl", "H", "C", "Cl", "Cl", "Cl", "H", "C", "Cl", "Cl", "Cl", "H", "C", "Cl", "Cl", "Cl", "H", "C", "Cl", "Cl", "Cl", "H", "C", "Cl", "Cl", "Cl", "H", "C", "Cl", "Cl", "Cl", "H", "C", "Cl", "Cl", "Cl", "H", "C", "Cl", "Cl", "Cl", "H"], "coordinates": [[0.82, -2.82, 1.08], [0.43, -2.17, -0.30], [-0.12, -3.19, -1.38], [1.27, -3.38, -2.71], [2.59, -5.04, -1.96], [2.07, -6.49, -2.43], [1.84, -3.26, 1.03], [0.87, -1.98, 1.81], [0.13, -3.61, 1.41], [-0.38, -1.44, -0.09], [1.34, -1.68, -0.69], [-1.02, -2.83, -1.92], [-0.27, -4.22, -0.98], [2.03, -2.11, -2.82], [0.68, -3.77, -4.00], [3.94, -4.84, -2.40], [2.60, -4.93, -0.54], [1.82, -7.03, -1.60], [3.33, -2.35, 4.33], [4.10, -2.67, 2.77], [1.99, -1.21, 4.16], [2.78, -3.85, 5.08], [4.07, -1.90, 4.99], [0.84, -7.85, 1.26], [2.30, -8.30, 0.36], [1.17, -7.84, 2.99], [0.24, -6.28, 0.72], [0.08, -8.60, 1.06], [0.22, 2.18, 2.90], [0.97, 1.77, 1.35], [-1.11, 3.32, 2.67], [-0.35, 0.71, 3.70], [0.96, 2.65, 3.53], [5.44, -1.33, 7.75], [5.56, -2.62, 8.95], [6.05, -1.88, 6.19], [3.77, -0.76, 7.61], [6.06, -0.50, 8.08], [7.50, -6.60, 8.54], [9.02, -7.11, 7.79], [7.69, -6.46, 10.30], [6.95, -5.07, 7.85], [6.75, -7.36, 8.34], [-2.27, 1.22, -1.57], [-2.25, 2.96, -1.95], [-1.01, 0.32, -2.42], [-2.09, 0.97, 0.17], [-3.23, 0.82, -1.87], [-0.43, 3.01, -6.32], [1.03, 3.99, -6.23], [-0.09, 1.46, -7.10], [-1.11, 2.76, -4.70], [-1.16, 3.54, -6.92], [-2.70, 7.09, 2.52], [-3.36, 5.66, 1.70], [-3.78, 7.63, 3.81], [-1.09, 6.75, 3.16], [-2.61, 7.89, 1.79], [3.83, 6.51, -7.34], [5.48, 7.00, -7.73], [3.23, 5.33, -8.52], [3.75, 5.84, -5.70], [3.19, 7.38, -7.38], [0.59, 3.24, -10.94], [-0.03, 1.85, -11.85], [-0.51, 3.64, -9.61], [2.21, 2.91, -10.34], [0.63, 4.09, -11.61], [-6.77, 4.64, 3.41], [-7.94, 5.96, 3.57], [-6.39, 3.95, 4.99], [-7.38, 3.40, 2.31], [-5.85, 5.05, 2.99], [-8.17, -0.95, 2.53], [-9.94, -0.98, 2.51], [-7.53, -0.63, 0.91], [-7.58, 0.25, 3.68], [-7.82, -1.93, 2.85], [-11.41, -3.36, -0.56], [-9.91, -2.42, -0.51], [-11.11, -4.97, -1.22], [-12.13, -3.48, 1.05], [-12.11, -2.85, -1.21], [1.27, 4.50, 6.39], [2.03, 4.10, 4.84], [-0.07, 5.63, 6.15], [0.70, 3.03, 7.19], [2.01, 4.97, 7.02], [4.36, 7.03, -2.26], [4.65, 8.71, -2.72], [5.86, 6.26, -1.75], [3.14, 6.94, -0.98], [3.98, 6.50, -3.13], [0.12, -3.75, -7.27], [0.48, -2.07, -7.70], [1.60, -4.61, -6.84], [-1.04, -3.81, -5.94], [-0.32, -4.23, -8.13]], "lowdin_charge": [-0.142, -0.330, -0.349, 0.536, 0.507, -0.390, 0.024, 0.019, 0.041, 0.049, 0.066, 0.049, 0.015, -0.052, -0.126, -0.043, -0.055, -0.170, -1.558, 0.542, 0.502, 0.524, -0.120, -1.508, 0.567, 0.527, 0.572, 0.017, -1.547, 0.517, 0.490, 0.499, -0.108, -1.488, 0.509, 0.577, 0.551, 0.017, -1.537, 0.521, 0.520, 0.484, 0.013, -1.487, 0.495, 0.545, 0.519, 0.019, -1.544, 0.496, 0.495, 0.493, -0.018, -1.516, 0.525, 0.535, 0.497, 0.016, -1.518, 0.535, 0.488, 0.532, 0.018, -1.517, 0.534, 0.535, 0.510, 0.016, -1.550, 0.519, 0.517, 0.505, -0.046, -1.527, 0.502, 0.496, 0.509, 0.018, -1.535, 0.490, 0.521, 0.511, 0.013, -1.505, 0.589, 0.521, 0.537, 0.015, -1.565, 0.516, 0.522, 0.519, -0.059, -1.531, 0.505, 0.524, 0.522, 0.011]}